No. 1
96
Properties=species:S:1:pos:R:3 method="wB97M-V/def2-TZVPD" e_homo_ev=-7.74 homo_lumo_gap_ev=1.3 lumo_ev=-6.4 total_charge=+1
C 2.18789 -1.36282 3.72934
C 1.70785 -0.27536 2.94828
C 1.49683 1.23523 2.30482
C -0.09020 1.62409 1.94684
C -1.30571 0.53110 2.23276
O -2.23949 0.23402 1.29120
O -1.46195 -0.18675 3.52865
C -1.41390 -1.66504 3.29994
C -0.34329 3.13060 1.35401
C -1.87288 3.64555 1.00764
Br -1.95796 4.48007 -0.82413
C -2.19824 4.84561 2.12178
C -2.82072 4.25676 3.52648
C 0.94481 4.12185 1.15577
N 2.39349 3.71452 1.49932
C 3.43013 4.81855 1.27655
C 3.85990 5.36753 2.75704
C 5.40208 5.89600 2.89798
F 6.35980 4.84039 3.39980
Br 5.36246 7.27828 4.39964
C 5.99678 6.69162 1.59463
F 5.00578 7.53488 0.87147
F 7.02027 7.66136 2.13900
Br 7.07135 5.49132 0.34251
C 2.74593 2.32104 2.06184
P 4.55626 1.81775 2.51165
N 4.71359 2.17451 4.11284
O 5.77364 2.58405 1.53132
O 4.84186 0.07504 2.34908
H 2.54786 -2.24204 4.44695
H -0.77070 -2.21713 4.11807
H -0.84130 -1.80469 2.27361
H -2.51750 -2.05403 3.22476
H -2.68702 2.80765 1.08009
H -1.18982 5.41599 2.40821
H -3.00023 5.59722 1.66697
H -3.69096 4.98627 3.85278
H -3.30873 3.17959 3.39833
H -1.98292 4.23050 4.37377
H 0.73675 5.21358 0.72135
H 4.31189 4.51053 0.57397
H 2.89423 5.73595 0.73063
H 3.60675 4.59405 3.60862
H 3.16380 6.31269 2.97649
H 3.83919 2.61012 4.47906
H 5.71429 2.27082 0.57283
H 4.50120 -0.16715 1.42633
C 3.00678 -6.44502 0.20395
C 2.35458 -7.23714 1.32277
O 1.74229 -6.35661 2.27879
C 0.52052 -5.84225 1.92725
O -0.04584 -6.08917 0.86656
C -0.03566 -4.96320 3.04616
F 0.88816 -4.08900 3.53900
F -0.46734 -5.69917 4.10969
F -1.09826 -4.20619 2.65093
H 3.71645 -5.71624 0.61155
H 3.53722 -7.11067 -0.48264
H 2.26631 -5.87826 -0.37071
H 3.11684 -7.81084 1.85844
H 1.62446 -7.95829 0.93728
O 2.47044 -6.97416 -3.72994
S 3.30912 -5.76573 -3.63058
O 4.53842 -5.95420 -4.42211
O 3.66456 -5.52885 -2.21968
O 2.56265 -4.60565 -4.15085
K -4.19096 3.79792 5.70119
O -0.88433 -3.39079 -3.55548
S -1.09104 -4.06324 -4.85110
O -0.74221 -3.13929 -5.94557
O -2.50426 -4.46323 -4.97726
O -0.23298 -5.25983 -4.92585
C -5.49482 -3.05344 -6.58520
Br -5.78103 -1.66480 -5.25338
Br -7.00338 -4.27703 -6.69094
Br -5.04513 -2.30681 -8.32431
H -4.63045 -3.63931 -6.25559
Mg -5.40338 -3.74745 -10.39275
Al 2.09662 -3.41283 -2.65429
O -3.94749 -3.85468 3.52565
H -3.25928 -4.28492 3.05185
C 3.00083 0.11425 -4.01086
O 3.14534 -0.94569 -3.22981
H 1.99059 0.55082 -4.08875
H 3.59207 1.01134 -3.76009
H 3.25425 -0.00562 -5.07786
C -7.22251 0.90015 -3.09781
S -7.75613 1.87211 -4.52646
O -6.79333 3.01246 -4.68152
C -9.25636 2.52782 -3.75747
H -6.26927 0.42344 -3.33861
H -7.09218 1.55076 -2.22978
H -7.96628 0.12986 -2.88126
H -9.00078 3.07881 -2.84891
H -9.93440 1.70508 -3.51947
H -9.74259 3.20318 -4.46504

No. 2
74
Properties=species:S:1:pos:R:3 method="wB97M-V/def2-TZVPD" e_homo_ev="-14.25 / -14.67" relative_energy_ev=0.363 homo_lumo_gap_ev="8.9 / 5.0" lumo_ev="-5.4 / -9.6" spin_multiplicity=5 total_charge=+2
Ir 0.26217 0.17947 -0.10926
C 1.41168 -0.22555 -3.51936
C 0.93393 -1.39205 -2.71077
C 0.92743 -2.73377 -3.11187
C 0.57464 -3.48179 -2.01262
C 0.45485 -4.97153 -1.89122
N 0.34621 -2.62335 -0.99657
N 0.55363 -1.32993 -1.42730
B 0.30072 -2.97279 0.49925
N 1.55239 -2.27564 1.19255
N 1.75226 -0.97925 0.99005
C 2.84832 -0.65525 1.71540
C 3.38670 0.68841 1.74214
C 3.33545 -1.85720 2.41503
C 2.49850 -2.84817 2.07044
C 2.48428 -4.28805 2.46260
N -0.90689 -2.37984 1.20311
N -1.03021 -1.01678 1.29899
C -2.00188 -0.77281 2.17767
C -2.39718 0.59965 2.61625
C -2.52021 -2.00078 2.64262
C -1.79534 -2.99441 2.02984
C -1.90858 -4.48330 2.17322
H 1.69810 -0.57152 -4.51143
H 2.28977 0.22403 -3.04906
H 0.66624 0.56025 -3.63051
H 1.17856 -3.11640 -4.09333
H 0.44623 -5.41502 -2.88361
H -0.45340 -5.26762 -1.36562
H 1.30369 -5.39432 -1.34633
H 0.35710 -4.15482 0.65515
H 3.08479 1.26325 0.87186
H 4.47344 0.66889 1.84958
H 2.98233 1.21337 2.62578
H 4.19722 -1.92124 3.06785
H 3.31562 -4.49485 3.13242
H 2.57690 -4.93522 1.58496
H 1.55221 -4.54718 2.97215
H -2.05665 1.37416 1.93673
H -1.94515 0.81027 3.58375
H -3.47735 0.66551 2.75435
H -3.32377 -2.13112 3.35849
H -2.81728 -4.72401 2.71926
H -1.06567 -4.89778 2.73680
H -1.94056 -4.98758 1.20449
C -3.25535 -1.61289 -1.35343
N -2.85713 -0.22180 -1.42384
C -3.72348 0.74433 -0.76356
C -2.21932 0.23359 -2.64724
C -1.35339 1.45364 -2.46913
C -1.58679 2.54020 -3.29965
C -0.78885 3.67649 -3.23292
C 0.26318 3.73182 -2.33194
C 0.52202 2.64448 -1.51110
C -0.29044 1.50171 -1.53783
H -4.19206 -1.72449 -1.91312
H -3.43952 -1.90238 -0.31775
H -2.49303 -2.25008 -1.79813
H -4.53404 0.99141 -1.45622
H -3.17648 1.65685 -0.53231
H -4.14387 0.31565 0.13903
H -3.04148 0.47067 -3.32826
H -1.65608 -0.58850 -3.09148
H -2.40206 2.50100 -4.01809
H -0.99003 4.51522 -3.88863
H 0.88045 4.61893 -2.25441
H 1.37274 2.70172 -0.84383
F 0.15895 1.63832 1.28788
As 0.61894 3.42907 2.21400
F -0.23368 4.07942 0.91334
F -0.84220 3.12452 3.00201
F 1.04017 4.86300 2.97638
F 1.39612 2.36749 3.29253
F 1.99628 3.31708 1.20977

No. 3
81
Properties=species:S:1:pos:R:3 method="wB97M-V/def2-TZVPD" e_homo_ev="-3.63 / -3.95" relative_energy_ev=7.399 homo_lumo_gap_ev="5.8 / 6.1" lumo_ev="2.2 / 2.1" spin_multiplicity=3 total_charge=-1
Mo -0.62330 0.47682 -0.29234
C 3.99996 -1.96134 -0.54572
C 2.90397 -0.97944 -0.84738
S 1.40452 -1.06195 0.02940
C 2.91455 0.02832 -1.73694
C 4.04666 0.39598 -2.64268
S 1.46713 0.98243 -1.78715
H 3.69738 -2.65702 0.23630
H 4.90483 -1.45484 -0.19911
H 4.26142 -2.54729 -1.43194
H 4.89292 -0.28047 -2.49969
H 4.39198 1.41374 -2.45035
H 3.74244 0.34074 -3.68995
F -5.34058 1.98729 -0.60041
C -4.23576 2.73746 -0.46146
F -3.76567 2.54584 0.75526
F -4.58748 4.02350 -0.57619
S -3.08795 2.33453 -1.88627
O -2.39173 1.09046 -1.61615
O -4.02787 2.29821 -2.96028
N -2.14771 3.59337 -1.97678
S -0.75905 3.80095 -1.24936
O 0.22037 4.40445 -2.08942
O -0.30525 2.74427 -0.35521
C -1.20598 5.16211 -0.08713
F -0.10964 5.59371 0.54116
F -2.08540 4.76216 0.83087
F -1.73674 6.18447 -0.76055
C -2.08350 -0.73023 -5.91638
N -1.63785 -1.34598 -4.67221
C -1.49325 -2.65472 -4.56954
C -0.99816 -3.26137 -3.47526
C -0.69736 -2.49155 -2.31337
N -0.97655 -0.93995 -2.37294
C -1.33833 -0.44372 -3.60680
O -1.39569 0.73041 -3.89028
N -0.06507 -3.08276 -1.34374
H -2.26663 -1.51049 -6.65284
H -1.32021 -0.05030 -6.28731
H -2.99837 -0.16544 -5.74926
H -1.72302 -3.23471 -5.45571
H -0.79558 -4.32217 -3.48949
H 0.15331 -4.05944 -1.44453
H 0.24785 -2.58086 -0.50023
C 0.63307 1.33892 4.81352
As 0.39078 0.89997 2.88859
C 1.37897 2.50535 2.31263
C 1.33289 -0.83419 3.03333
C 2.69526 -0.78811 3.63695
C 3.70871 -0.05226 3.01151
C 4.98702 0.00032 3.54217
C 5.29170 -0.67969 4.71630
C 4.29903 -1.41420 5.34689
C 3.01849 -1.46804 4.81055
H 1.69218 1.39789 5.07492
H 0.15646 0.57058 5.42351
H 0.16196 2.30057 5.01979
H 2.21405 2.71782 2.98367
H 0.64968 3.31216 2.34671
H 1.76659 2.39903 1.29890
H 1.39425 -1.23081 1.99352
H 0.67349 -1.49544 3.60246
H 3.48473 0.48062 2.09332
H 5.75296 0.57693 3.03709
H 6.29070 -0.63635 5.13213
H 4.52232 -1.94953 6.26255
H 2.25199 -2.04683 5.31467
C -4.26009 -1.79035 0.88841
C -3.99791 -1.81233 -0.60752
C -2.54698 -2.21501 -0.65316
O -1.88697 -1.60052 0.55256
C -2.99057 -1.19527 1.43896
H -4.39547 -2.81869 1.23793
H -5.13637 -1.21014 1.18116
H -4.14790 -0.82354 -1.05129
H -4.63254 -2.52555 -1.13562
H -1.88575 -1.83574 -1.68652
H -2.47960 -3.30694 -0.56219
H -3.03086 -0.11417 1.43923
H -2.75292 -1.55142 2.44167
O -1.65297 1.07977 0.91009

Copy entry 3 word for word.
81
Properties=species:S:1:pos:R:3 method="wB97M-V/def2-TZVPD" e_homo_ev="-3.63 / -3.95" relative_energy_ev=7.399 homo_lumo_gap_ev="5.8 / 6.1" lumo_ev="2.2 / 2.1" spin_multiplicity=3 total_charge=-1
Mo -0.62330 0.47682 -0.29234
C 3.99996 -1.96134 -0.54572
C 2.90397 -0.97944 -0.84738
S 1.40452 -1.06195 0.02940
C 2.91455 0.02832 -1.73694
C 4.04666 0.39598 -2.64268
S 1.46713 0.98243 -1.78715
H 3.69738 -2.65702 0.23630
H 4.90483 -1.45484 -0.19911
H 4.26142 -2.54729 -1.43194
H 4.89292 -0.28047 -2.49969
H 4.39198 1.41374 -2.45035
H 3.74244 0.34074 -3.68995
F -5.34058 1.98729 -0.60041
C -4.23576 2.73746 -0.46146
F -3.76567 2.54584 0.75526
F -4.58748 4.02350 -0.57619
S -3.08795 2.33453 -1.88627
O -2.39173 1.09046 -1.61615
O -4.02787 2.29821 -2.96028
N -2.14771 3.59337 -1.97678
S -0.75905 3.80095 -1.24936
O 0.22037 4.40445 -2.08942
O -0.30525 2.74427 -0.35521
C -1.20598 5.16211 -0.08713
F -0.10964 5.59371 0.54116
F -2.08540 4.76216 0.83087
F -1.73674 6.18447 -0.76055
C -2.08350 -0.73023 -5.91638
N -1.63785 -1.34598 -4.67221
C -1.49325 -2.65472 -4.56954
C -0.99816 -3.26137 -3.47526
C -0.69736 -2.49155 -2.31337
N -0.97655 -0.93995 -2.37294
C -1.33833 -0.44372 -3.60680
O -1.39569 0.73041 -3.89028
N -0.06507 -3.08276 -1.34374
H -2.26663 -1.51049 -6.65284
H -1.32021 -0.05030 -6.28731
H -2.99837 -0.16544 -5.74926
H -1.72302 -3.23471 -5.45571
H -0.79558 -4.32217 -3.48949
H 0.15331 -4.05944 -1.44453
H 0.24785 -2.58086 -0.50023
C 0.63307 1.33892 4.81352
As 0.39078 0.89997 2.88859
C 1.37897 2.50535 2.31263
C 1.33289 -0.83419 3.03333
C 2.69526 -0.78811 3.63695
C 3.70871 -0.05226 3.01151
C 4.98702 0.00032 3.54217
C 5.29170 -0.67969 4.71630
C 4.29903 -1.41420 5.34689
C 3.01849 -1.46804 4.81055
H 1.69218 1.39789 5.07492
H 0.15646 0.57058 5.42351
H 0.16196 2.30057 5.01979
H 2.21405 2.71782 2.98367
H 0.64968 3.31216 2.34671
H 1.76659 2.39903 1.29890
H 1.39425 -1.23081 1.99352
H 0.67349 -1.49544 3.60246
H 3.48473 0.48062 2.09332
H 5.75296 0.57693 3.03709
H 6.29070 -0.63635 5.13213
H 4.52232 -1.94953 6.26255
H 2.25199 -2.04683 5.31467
C -4.26009 -1.79035 0.88841
C -3.99791 -1.81233 -0.60752
C -2.54698 -2.21501 -0.65316
O -1.88697 -1.60052 0.55256
C -2.99057 -1.19527 1.43896
H -4.39547 -2.81869 1.23793
H -5.13637 -1.21014 1.18116
H -4.14790 -0.82354 -1.05129
H -4.63254 -2.52555 -1.13562
H -1.88575 -1.83574 -1.68652
H -2.47960 -3.30694 -0.56219
H -3.03086 -0.11417 1.43923
H -2.75292 -1.55142 2.44167
O -1.65297 1.07977 0.91009